(1)
The molecule C18H17N3O2S, computed with the ωB97M-V functional and the def2-TZVPD basis.

For the energy relative to the best compared isomer or geometry (same formula, charge and spin), the calculation gives 43.6 kcal/mol. As for the structure (SMILES): COc1ccccc1Nc1ccc(C(=O)NCc2cccs2)cn1. For the LUMO energy, the calculation gives 0.593 eV. For the orbital gap, the calculation gives 8.522 eV.

Structure (ORCA input):
```
! wB97M-V def2-TZVPD RIJCOSX def2/J DEFGRID3
* xyz 0 1
C -0.249 1.153 4.313
H -0.587 2.173 4.100
O -0.849 0.217 3.454
C -2.205 0.070 3.483
C -3.058 0.785 4.312
C -4.419 0.524 4.322
C -4.946 -0.461 3.509
C -4.109 -1.167 2.663
C -2.746 -0.903 2.619
N -1.935 -1.651 1.762
C -0.879 -1.219 1.021
N -0.090 -2.191 0.554
C 0.946 -1.858 -0.186
C 1.267 -0.549 -0.539
C 0.419 0.461 -0.074
C -0.667 0.132 0.704
H -1.352 0.888 1.052
H 0.615 1.500 -0.301
C 2.475 -0.317 -1.366
O 3.419 -1.083 -1.381
N 2.463 0.832 -2.098
H 1.599 1.339 -2.207
C 3.520 1.131 -3.044
C 3.127 0.759 -4.437
C 3.168 -0.473 -5.012
C 2.657 -0.486 -6.329
C 2.227 0.734 -6.735
S 2.435 1.929 -5.516
H 1.800 1.017 -7.676
H 2.615 -1.367 -6.945
H 3.555 -1.339 -4.504
H 4.383 0.535 -2.732
H 3.763 2.196 -2.984
H 1.567 -2.674 -0.532
H -2.072 -2.652 1.745
H -4.507 -1.937 2.018
H -6.003 -0.677 3.527
H -5.061 1.090 4.979
H -2.665 1.540 4.975
H 0.820 1.081 4.119
H -0.443 0.918 5.365
*
```

These are the natural (NBO) partial charges, in e, on atoms 1 to 5: -0.251, 0.175, -0.498, 0.259, -0.283



(2)
A structure of composition C34H23BrF3MnN2O4P2S3 at a distorted geometry, computed with the ωB97M-V functional and the def2-TZVPD basis.

For the LUMO energy (alpha / beta), the calculation gives -3.920 / -3.567 eV. For the orbital gap (alpha / beta), the calculation gives 8.126 / 8.474 eV.

Structure (ORCA input):
```
! wB97M-V def2-TZVPD RIJCOSX def2/J DEFGRID3
* xyz 1 2
Mn -2.294 1.214 -0.452
S -1.369 3.265 0.240
P 0.145 2.150 0.897
C -0.362 0.516 0.122
P 0.113 -0.028 -1.581
S -1.132 1.220 -2.514
C 1.867 0.293 -1.771
C 2.766 0.002 -0.748
C 4.123 0.175 -0.958
C 4.579 0.623 -2.190
C 3.683 0.904 -3.213
C 2.323 0.744 -3.005
C -0.118 -1.711 -2.154
C -1.197 -1.996 -2.986
C -1.276 -3.235 -3.603
C -0.290 -4.185 -3.386
C 0.776 -3.910 -2.536
C 0.869 -2.672 -1.923
C 1.753 2.817 0.479
C 2.790 2.828 1.411
C 4.010 3.390 1.071
C 4.194 3.938 -0.191
C 3.157 3.939 -1.115
C 1.933 3.390 -0.781
C 0.091 1.733 2.636
C 0.849 0.661 3.112
C 0.751 0.284 4.438
C -0.100 0.981 5.292
C -0.850 2.045 4.820
C -0.765 2.421 3.485
H 2.412 -0.353 0.215
H 4.825 -0.039 -0.163
H 5.641 0.756 -2.353
H 4.046 1.254 -4.171
H 1.619 0.976 -3.796
H -1.960 -1.250 -3.161
H -2.105 -3.454 -4.263
H -0.351 -5.146 -3.879
H 1.542 -4.653 -2.363
H 1.716 -2.456 -1.286
H 2.645 2.422 2.403
H 4.812 3.411 1.797
H 5.146 4.383 -0.452
H 3.300 4.382 -2.091
H 1.111 3.413 -1.488
H 1.504 0.108 2.446
H 1.321 -0.558 4.806
H -0.185 0.678 6.327
H -1.517 2.578 5.484
H -1.375 3.230 3.105
Br -2.172 -6.406 -1.270
C -1.596 -4.893 -0.315
C -0.440 -4.959 0.456
N 0.012 -3.932 1.156
C -0.676 -2.798 1.128
C -1.829 -2.636 0.363
C -2.307 -3.711 -0.376
C -2.658 -1.391 0.357
O -3.008 -0.789 -0.663
O -1.285 0.067 0.895
H 0.130 -5.880 0.506
H -0.300 -1.990 1.739
H -3.207 -3.629 -0.970
S -3.814 -1.207 1.751
C -2.867 -1.811 3.018
N -2.230 -2.223 3.885
F -6.234 3.246 -1.314
C -5.876 2.619 -0.203
F -6.711 1.597 0.009
F -5.966 3.462 0.825
C -4.440 2.082 -0.308
O -3.799 2.132 -1.384
O -3.895 1.570 0.702
*
```

These are the Mulliken partial charges, in e, on atoms 1 to 5: -0.006, -0.650, 1.371, 0.065, 1.654



(3)
A cluster of 2 separate species, C3H9IN3 in total at a distorted geometry, computed with the ωB97M-V functional and the def2-TZVPD basis.

For the energy relative to the best compared isomer or geometry (same formula, charge and spin), the calculation gives 59.6 kcal/mol. For the LUMO energy (alpha / beta), the calculation gives -3.668 / -7.267 eV. For the orbital gap (alpha / beta), the calculation gives 5.399 / 6.291 eV.

Structure (ORCA input):
```
! wB97M-V def2-TZVPD RIJCOSX def2/J DEFGRID3
* xyz 1 3
C 0.230 -1.062 -0.194
C 1.545 -1.157 0.531
C -1.880 2.610 1.340
N -0.337 0.070 -0.422
N -1.597 0.164 -0.822
N -0.868 2.445 0.570
I -1.848 3.363 3.334
H -0.486 -1.871 -0.213
H 1.470 -1.438 1.527
H 2.003 -0.135 0.481
H 2.196 -1.970 0.016
H -2.899 2.389 0.867
H -2.261 -0.547 -1.072
H -1.912 1.056 -1.060
H -0.089 3.065 0.865
H -0.045 1.000 -0.250
*
```

These are the natural (NBO) partial charges, in e, on atoms 1 to 5: 0.166, -0.666, -0.240, -0.206, -0.605



(4)
The ion C6H16N5 with charge +1 at a distorted geometry, computed with the ωB97M-V functional and the def2-TZVPD basis.

For the energy relative to the best compared isomer or geometry (same formula, charge and spin), the calculation gives 54.4 kcal/mol. As for the structure (SMILES): CN1CCN(C)C1(N)C(N)=[NH2+]. For the LUMO energy, the calculation gives -2.742 eV. For the orbital gap, the calculation gives 9.838 eV.

Structure (ORCA input):
```
! wB97M-V def2-TZVPD RIJCOSX def2/J DEFGRID3
* xyz 1 1
C 1.771 0.025 0.963
C 0.785 1.098 1.282
C -0.095 -0.214 -0.530
C -1.475 -0.745 0.144
C 1.842 -1.781 -0.646
C -0.951 2.138 -0.144
N 0.996 -0.932 0.120
N -0.166 0.962 0.214
N -2.679 -0.388 -0.410
N -1.189 -1.347 1.296
N 0.230 -0.040 -1.956
H 2.547 0.379 0.319
H 2.142 -0.435 1.892
H 0.369 0.876 2.246
H 1.276 2.107 1.084
H 2.439 -1.236 -1.377
H 2.368 -2.371 -0.015
H 1.301 -2.400 -1.258
H -0.493 2.822 0.518
H -0.837 2.537 -1.087
H -2.043 1.925 -0.059
H -3.432 -0.214 0.189
H -2.587 0.100 -1.281
H -0.102 -1.442 1.355
H -1.900 -1.506 2.116
H 0.193 -0.731 -2.628
H -0.308 0.811 -2.347
*
```

These are the natural (NBO) partial charges, in e, on atoms 1 to 5: -0.225, -0.226, 0.418, 0.526, -0.404



| no. | E_tot (eV) |
| --- | --- |
| 1 | -38342.7116 |
| 2 | -207395.0814 |
| 3 | -15814.4544 |
| 4 | -13923.9393 |